{
  "formula": "C2H4BrO2S",
  "method": "wB97M-V/def2-TZVPD",
  "symbols": ["C", "C", "O", "O", "S", "Br", "H", "H", "H", "H"],
  "positions_angstrom": [[-0.672, -0.462, -0.240], [-1.370, 0.478, 0.552], [2.388, -0.426, 1.030], [2.867, 0.016, -1.252], [2.154, 0.520, -0.069], [-2.673, 1.679, -0.137], [0.529, -0.105, -0.480], [-1.071, -0.533, -1.279], [-0.702, -1.492, 0.321], [-1.450, 0.325, 1.553]],
  "forces_ev_per_a": [[-0.240, -1.157, -0.425], [0.007, 0.178, -1.963], [-0.230, 0.205, 1.313], [0.444, 0.662, -1.125], [0.329, -1.108, -0.327], [0.142, 0.032, -0.082], [-1.111, -0.315, 0.568], [0.286, -0.194, 0.629], [0.763, 1.736, -1.260], [-0.390, -0.038, 2.673]],
  "e_above_lowest_kj_mol": 227.3,
  "largest_force_ha_per_bohr": 0.0525,
  "total_energy_ha": -3201.23235,
  "e_lumo_ev": [3.21, 3.22],
  "orbital_gap_ev": [5.3, 6.6],
  "charge": -1
}

=====

{
  "formula": "CH2O4",
  "method": "wB97M-V/def2-TZVPD",
  "symbols": ["O", "C", "O", "O", "O", "H", "H"],
  "positions_angstrom": [[1.561, -0.090, 0.701], [0.787, -0.457, -0.099], [0.410, -1.509, -0.718], [-0.545, 0.356, -0.446], [-1.115, 0.973, 0.704], [-0.571, -1.015, -0.964], [-0.526, 1.742, 0.823]],
  "forces_ev_per_a": [[0.352, -0.012, -0.740], [-2.593, 1.015, 1.435], [-1.153, 0.091, -1.444], [1.215, 0.837, 0.559], [0.483, 0.130, -0.144], [1.947, -1.869, 0.378], [-0.252, -0.191, -0.045]],
  "e_above_lowest_kj_mol": 154.4,
  "largest_force_ha_per_bohr": 0.0609,
  "smiles": "O=C(O)OO",
  "total_energy_ha": -340.13473,
  "e_lumo_ev": 0.52,
  "orbital_gap_ev": 11.6
}

=====

{
  "formula": "C7H12Cl2O3PPd",
  "method": "wB97M-V/def2-TZVPD",
  "symbols": ["C", "C", "H", "H", "H", "O", "Cl", "Pd", "P", "C", "C", "H", "H", "H", "C", "H", "H", "H", "H", "H", "H", "C", "O", "Cl", "O", "C"],
  "positions_angstrom": [[-0.009, -4.583, -2.747], [0.143, -3.834, -1.449], [-1.080, -4.736, -2.935], [0.492, -5.564, -2.688], [0.423, -3.995, -3.573], [-0.740, -3.462, -0.705], [1.809, -3.508, -1.051], [-0.094, -0.056, 1.814], [-0.003, 1.696, 0.382], [-1.379, 2.861, 0.379], [1.492, 2.706, 0.512], [0.900, 0.308, -1.351], [0.156, 1.826, -1.996], [-0.884, 0.450, -1.474], [0.048, 0.996, -1.287], [2.365, 2.045, 0.476], [1.493, 3.414, -0.327], [-1.204, 3.581, -0.428], [-1.413, 3.378, 1.343], [1.477, 3.250, 1.463], [-2.314, 2.320, 0.211], [-1.846, 0.651, 2.378], [-2.722, 1.034, 3.013], [2.122, -0.619, 1.384], [0.286, -0.056, 4.894], [0.482, -0.102, 3.760]],
  "forces_ev_per_a": [[-1.468, -0.258, -0.421], [1.332, -0.464, -0.606], [0.249, -0.046, -0.039], [0.085, 0.321, 0.317], [0.098, 0.048, 0.422], [0.633, -0.150, -0.331], [-0.898, 0.090, 0.356], [0.382, -1.961, 0.006], [0.902, 3.648, -2.161], [-0.134, -0.463, 0.484], [-0.131, -0.377, 0.447], [-0.121, 0.228, -0.252], [-0.011, -0.074, 0.115], [0.165, 0.145, -0.226], [-0.171, -0.994, 0.376], [0.053, 0.337, -0.100], [0.111, -0.117, 0.140], [-0.041, -0.049, 0.081], [-0.102, 0.113, -0.168], [0.125, 0.012, -0.187], [-0.035, 0.254, -0.066], [-5.354, 0.933, 3.316], [3.084, -0.999, -2.386], [1.237, -0.716, -0.507], [1.131, -0.380, -4.344], [-1.121, 0.918, 5.734]],
  "e_above_lowest_kj_mol": 0.0,
  "largest_force_ha_per_bohr": 0.1238,
  "total_energy_ha": -1887.91635,
  "spin_multiplicity": 5,
  "e_lumo_ev": [-11.35, -15.90],
  "orbital_gap_ev": [7.9, 6.6],
  "charge": 3
}

=====

{
  "formula": "C8H11N4O2",
  "method": "wB97M-V/def2-TZVPD",
  "symbols": ["O", "C", "O", "N", "N", "C", "N", "N", "C", "C", "C", "C", "C", "C", "H", "H", "H", "H", "H", "H", "H", "H", "H", "H", "H"],
  "positions_angstrom": [[-1.546, -2.424, -3.097], [-0.375, -1.751, -2.735], [0.427, -1.640, -3.834], [-0.762, -0.437, -2.341], [-2.093, -0.366, -1.635], [-2.109, -0.501, -0.324], [-1.221, -0.385, 0.535], [-0.118, -0.546, 1.073], [0.556, 0.324, 1.850], [-0.035, 1.594, 2.257], [0.758, 2.634, 2.709], [2.080, 2.321, 2.942], [2.604, 1.113, 2.540], [1.880, 0.042, 2.046], [-1.545, -3.354, -2.767], [0.175, -2.499, -2.061], [-0.084, -1.415, -4.701], [-0.574, 0.187, -3.097], [-2.969, -0.768, -2.175], [-3.134, -0.564, 0.107], [-1.026, 1.747, 1.963], [0.284, 3.649, 3.026], [2.729, 3.194, 3.219], [3.678, 0.847, 2.657], [2.419, -1.003, 1.841]],
  "forces_ev_per_a": [[-1.136, -1.542, 0.431], [-0.332, -2.728, -0.720], [0.288, 0.925, -2.526], [-1.722, -0.314, 3.250], [0.831, -0.583, -4.298], [-2.843, -0.326, 0.243], [3.159, 1.489, 2.246], [-1.455, -2.531, -1.325], [-2.087, 2.575, 0.185], [1.985, -0.677, -1.168], [-2.393, 0.496, 1.246], [1.438, 1.982, -0.717], [2.521, -1.543, 0.703], [1.846, -1.630, 0.215], [0.092, 1.071, -0.567], [-0.372, 1.978, -0.048], [0.928, -0.651, 2.446], [-0.776, 0.896, -0.204], [2.585, 1.120, 1.416], [0.628, -0.381, -0.401], [-1.546, 0.208, -0.050], [1.056, -1.997, -0.805], [-0.346, -1.343, 0.104], [-0.742, 0.896, 0.128], [-1.606, 2.608, 0.216]],
  "e_above_lowest_kj_mol": 515.7,
  "largest_force_ha_per_bohr": 0.0859,
  "smiles": "OC(O)N/[NH+]=C\\N=N\\c1ccccc1",
  "total_energy_ha": -680.53773,
  "e_lumo_ev": [-5.33, -5.33],
  "orbital_gap_ev": [7.8, 7.8],
  "charge": 1
}

=====

{
  "formula": "C24H18BrN4Ni",
  "method": "wB97M-V/def2-TZVPD",
  "symbols": ["Ni", "C", "C", "N", "C", "C", "C", "C", "C", "C", "C", "N", "C", "C", "C", "C", "C", "C", "C", "C", "N", "C", "H", "H", "H", "H", "H", "H", "H", "H", "H", "H", "H", "H", "C", "C", "C", "C", "C", "Br", "N", "C", "H", "H", "H", "H", "H", "H"],
  "positions_angstrom": [[-0.355, 0.136, -0.191], [3.621, -0.082, -1.722], [2.273, 0.262, -1.658], [1.411, -0.320, -0.784], [1.883, -1.378, -0.058], [3.249, -1.770, -0.062], [4.146, -1.086, -0.917], [3.652, -2.786, 0.856], [2.724, -3.377, 1.706], [1.383, -2.984, 1.729], [0.948, -2.048, 0.772], [-0.309, -1.483, 0.606], [-1.441, -2.123, 1.035], [-1.657, -3.463, 1.392], [-2.923, -3.840, 1.862], [-3.959, -2.917, 1.957], [-3.810, -1.580, 1.536], [-4.825, -0.555, 1.566], [-4.503, 0.700, 1.108], [-3.245, 0.950, 0.559], [-2.268, 0.032, 0.469], [-2.524, -1.197, 1.010], [4.281, 0.467, -2.388], [1.901, 1.055, -2.320], [5.206, -1.327, -0.937], [4.695, -3.094, 0.951], [3.070, -4.151, 2.385], [0.707, -3.359, 2.500], [-0.847, -4.190, 1.354], [-3.086, -4.872, 2.183], [-4.913, -3.250, 2.341], [-5.819, -0.728, 1.962], [-5.197, 1.536, 1.093], [-3.035, 1.931, 0.164], [2.173, 5.024, -0.838], [1.076, 4.027, -1.208], [0.448, 4.139, -2.457], [-0.416, 3.169, -2.901], [-0.656, 2.086, -2.062], [-1.680, 0.587, -2.745], [-0.149, 1.973, -0.828], [0.663, 2.957, -0.397], [1.726, 6.005, -0.622], [2.844, 5.146, -1.703], [2.776, 4.708, 0.001], [0.705, 4.979, -3.084], [-0.961, 3.226, -3.839], [1.015, 2.866, 0.628]],
  "forces_ev_per_a": [[-1.495, 0.424, -0.403], [0.848, -0.445, 0.068], [-0.939, -0.331, 1.073], [2.853, -0.095, -1.875], [1.211, -0.252, -0.160], [0.283, -0.207, 0.467], [-0.968, 0.512, -0.139], [-0.439, -0.480, 0.427], [1.132, 0.431, -0.469], [-0.688, 0.796, -1.005], [-0.279, 0.102, 0.824], [1.044, -2.675, 1.466], [-0.468, -0.112, -0.053], [0.346, 0.992, -0.023], [-0.629, 0.565, 0.037], [0.073, -0.812, 0.122], [0.455, 0.996, -0.572], [0.898, -0.318, -0.039], [-0.191, -0.035, -0.113], [1.139, -0.976, -0.235], [-1.815, 0.957, 0.988], [-1.491, -0.567, 0.467], [-0.218, -0.109, 0.008], [-0.041, -0.311, 0.492], [-0.213, -0.006, 0.030], [-0.294, 0.160, -0.339], [-0.072, 0.175, 0.031], [0.207, 0.024, -0.445], [-0.302, 0.247, -0.058], [-0.006, 0.365, -0.143], [-0.056, 0.087, 0.042], [0.093, -0.272, 0.001], [-0.083, -0.332, 0.193], [0.173, 0.105, -0.138], [-0.706, -0.052, -0.515], [-0.028, -0.227, 0.149], [0.597, -0.008, 0.434], [-0.823, -0.488, 0.102], [0.119, -0.095, 0.004], [0.544, 0.669, 0.408], [-0.507, 1.464, -1.133], [0.432, 0.478, -0.286], [0.200, -0.248, 0.016], [-0.246, -0.020, 0.303], [-0.003, -0.122, 0.283], [-0.068, 0.099, -0.164], [0.340, 0.042, 0.046], [0.081, -0.092, -0.178]],
  "e_above_lowest_kj_mol": 0.0,
  "largest_force_ha_per_bohr": 0.0664,
  "total_energy_ha": -5226.55675,
  "spin_multiplicity": 3,
  "e_lumo_ev": [-3.09, -3.39],
  "orbital_gap_ev": [6.6, 6.4],
  "charge": 1
}

=====

{
  "formula": "C3H2N2O2",
  "method": "wB97M-V/def2-TZVPD",
  "symbols": ["O", "C", "C", "N", "C", "N", "O", "H", "H"],
  "positions_angstrom": [[-2.625, 0.240, 0.003], [-1.488, 0.028, -0.043], [-0.330, -0.402, -0.963], [0.573, 0.654, -0.986], [1.298, 0.413, 0.071], [0.878, -0.682, 0.801], [0.182, -1.403, -0.189], [-0.380, -0.091, 1.044], [2.070, 1.066, 0.460]],
  "forces_ev_per_a": [[0.666, -0.105, 0.024], [-0.815, 0.174, -0.018], [0.096, -0.026, -0.002], [0.108, -0.165, 0.226], [-0.103, 0.083, 0.046], [0.049, 0.200, -0.072], [-0.057, -0.060, -0.087], [0.143, -0.030, -0.064], [-0.088, -0.072, -0.053]],
  "e_above_lowest_kj_mol": 549.5,
  "largest_force_ha_per_bohr": 0.0162,
  "total_energy_ha": -375.30223,
  "e_lumo_ev": [-0.98, -0.98],
  "orbital_gap_ev": [9.0, 9.0]
}

=====

{
  "formula": "C3H4N2O3",
  "method": "wB97M-V/def2-TZVPD",
  "symbols": ["C", "C", "C", "H", "H", "H", "H", "N", "N", "O", "O", "O"],
  "positions_angstrom": [[0.614, 0.168, -0.393], [0.771, 1.503, 0.049], [-0.174, 1.836, 0.885], [0.595, -2.071, -0.011], [1.717, 1.970, -0.344], [-0.332, 2.879, 1.431], [-1.635, -2.285, -0.183], [1.456, -0.695, -0.957], [-0.856, -0.045, -0.052], [0.829, -1.824, -1.105], [-1.272, 1.052, 0.739], [-1.033, -1.272, 0.731]],
  "forces_ev_per_a": [[-0.844, -1.244, -0.587], [4.808, 0.480, -1.452], [-1.551, 4.021, 0.510], [0.400, 0.373, -4.742], [-1.150, 0.045, 1.365], [0.190, -2.695, -1.183], [2.060, 4.131, 3.155], [-1.157, 6.570, 1.737], [1.081, -2.521, -0.822], [-2.092, -5.906, 4.040], [0.033, -1.329, 1.222], [-1.778, -1.925, -3.243]],
  "e_above_lowest_kj_mol": 1027.8,
  "largest_force_ha_per_bohr": 0.1450,
  "total_energy_ha": -451.58829,
  "e_lumo_ev": -1.13,
  "orbital_gap_ev": 7.3
}